[1]
{
  "formula": "C11H41N20O13",
  "method": "ωB97M-V/def2-TZVPD",
  "elements": ["O", "C", "O", "O", "H", "C", "O", "N", "N", "H", "H", "H", "H", "C", "O", "N", "N", "H", "H", "H", "H", "C", "O", "N", "N", "H", "H", "H", "H", "C", "O", "N", "N", "H", "H", "H", "H", "C", "O", "N", "N", "H", "H", "H", "H", "C", "O", "N", "N", "H", "H", "H", "H", "C", "O", "N", "N", "H", "H", "H", "H", "C", "O", "N", "N", "H", "H", "H", "H", "C", "O", "N", "N", "H", "H", "H", "H", "C", "O", "N", "N", "H", "H", "H", "H"],
  "xyz": [[0.557, 0.381, 1.385], [0.670, 1.199, 0.336], [1.278, 2.215, 0.565], [0.451, 0.771, -0.815], [0.531, -0.512, 1.036], [-1.618, -0.704, 9.315], [-1.949, 0.443, 9.363], [-1.346, -1.452, 8.282], [-1.460, -1.520, 10.358], [-0.907, -2.346, 8.453], [-1.494, -1.069, 7.360], [-1.254, -2.504, 10.259], [-2.002, -1.383, 11.199], [-2.188, -0.298, -9.258], [-2.700, 0.216, -10.203], [-1.832, 0.331, -8.186], [-1.711, -1.492, -9.301], [-2.252, 1.249, -8.166], [-1.526, -0.155, -7.355], [-1.149, -1.952, -8.600], [-1.708, -1.899, -10.225], [4.083, -7.474, -1.181], [5.058, -8.121, -1.437], [4.138, -6.330, -0.665], [2.873, -7.836, -1.516], [3.228, -5.896, -0.714], [5.047, -5.913, -0.520], [2.127, -7.485, -0.933], [2.840, -8.768, -1.904], [2.813, -3.228, -5.903], [1.653, -3.489, -5.908], [3.349, -2.524, -4.935], [3.582, -3.547, -6.849], [2.663, -2.120, -4.313], [4.341, -2.363, -4.837], [3.114, -3.943, -7.652], [4.552, -3.291, -6.964], [-4.912, -2.202, -1.945], [-5.983, -2.665, -1.533], [-4.518, -2.203, -3.181], [-4.223, -1.287, -1.255], [-3.809, -1.533, -3.444], [-4.679, -3.069, -3.676], [-3.355, -0.931, -1.628], [-4.497, -1.048, -0.313], [2.317, 6.667, -4.368], [2.659, 7.597, -5.065], [2.536, 6.711, -3.075], [1.721, 5.574, -4.789], [2.711, 7.629, -2.691], [2.373, 5.951, -2.430], [1.450, 4.796, -4.204], [1.461, 5.513, -5.763], [5.415, 1.221, 5.769], [6.353, 0.739, 6.449], [4.178, 0.961, 5.860], [5.660, 2.150, 4.920], [3.545, 1.228, 5.119], [3.974, 0.207, 6.500], [6.626, 2.435, 4.836], [4.897, 2.347, 4.289], [0.167, 5.964, 5.353], [0.071, 6.737, 6.315], [-0.593, 4.919, 5.228], [0.875, 6.235, 4.298], [-1.023, 4.439, 6.005], [-0.736, 4.646, 4.267], [1.220, 7.184, 4.302], [1.057, 5.699, 3.461], [-2.197, -5.998, 2.081], [-1.093, -5.601, 2.072], [-2.737, -6.415, 3.115], [-2.877, -6.259, 0.979], [-3.742, -6.490, 3.058], [-2.182, -6.364, 3.958], [-2.383, -5.962, 0.149], [-3.869, -6.408, 0.863], [-4.737, 6.358, 0.141], [-5.855, 6.709, 0.407], [-4.320, 5.188, -0.283], [-3.738, 7.199, 0.247], [-5.002, 4.451, -0.174], [-3.375, 4.872, -0.445], [-2.841, 6.775, 0.058], [-3.838, 8.142, 0.593]],
  "e_lumo_ha": 0.0542,
  "de_lowest_kcal_mol": 227.6,
  "total_charge": -1,
  "e_homo_ev": -4.97,
  "orbital_gap_ha": 0.2368
}

=====

[2]
{
  "formula": "C11H42BN16O12P",
  "method": "ωB97M-V/def2-TZVPD",
  "elements": ["C", "C", "O", "C", "O", "P", "B", "O", "O", "H", "H", "H", "H", "H", "H", "H", "H", "H", "H", "N", "C", "N", "O", "H", "H", "H", "H", "N", "C", "N", "O", "H", "H", "H", "H", "N", "C", "N", "O", "H", "H", "H", "H", "N", "C", "N", "O", "H", "H", "H", "H", "N", "C", "N", "O", "H", "H", "H", "H", "N", "C", "N", "O", "H", "H", "H", "H", "N", "C", "N", "O", "H", "H", "H", "H", "N", "C", "N", "O", "H", "H", "H", "H"],
  "xyz": [[0.613, -3.358, 1.957], [1.256, -2.008, 2.229], [2.208, -1.778, 1.186], [0.273, -0.826, 2.231], [-1.078, -1.212, 2.540], [-2.103, -1.016, 1.257], [-3.656, -2.081, 1.673], [-3.960, -2.455, 2.952], [-4.556, -2.339, 0.667], [1.390, -4.054, 1.636], [-0.146, -3.318, 1.174], [0.142, -3.748, 2.860], [1.768, -2.051, 3.196], [2.880, -1.151, 1.470], [0.560, -0.058, 2.953], [0.313, -0.365, 1.238], [-1.536, -1.910, 0.314], [-4.696, -3.078, 2.979], [-4.213, -2.280, -0.229], [0.434, -1.725, -4.057], [-0.070, -1.733, -2.790], [0.685, -2.332, -1.843], [-1.151, -1.189, -2.532], [1.311, -2.156, -4.284], [-0.100, -1.265, -4.791], [0.349, -2.325, -0.898], [1.558, -2.803, -2.009], [-1.010, -1.969, 5.410], [-0.302, -1.404, 6.425], [-0.698, -1.756, 7.692], [0.627, -0.636, 6.234], [-1.768, -2.609, 5.552], [-0.777, -1.712, 4.465], [-0.193, -1.353, 8.458], [-1.462, -2.378, 7.876], [-2.368, 4.158, 1.187], [-2.178, 2.957, 1.795], [-3.133, 2.607, 2.713], [-1.228, 2.230, 1.552], [-3.102, 4.793, 1.441], [-1.674, 4.454, 0.527], [-3.013, 1.729, 3.183], [-3.911, 3.195, 2.942], [-2.780, -1.734, -7.248], [-2.178, -1.186, -6.147], [-2.832, -1.323, -4.971], [-1.090, -0.621, -6.229], [-3.671, -2.189, -7.214], [-2.304, -1.640, -8.125], [-2.365, -0.974, -4.138], [-3.657, -1.883, -4.872], [1.731, 1.612, -2.998], [1.796, 2.289, -1.820], [0.993, 1.833, -0.825], [2.541, 3.255, -1.657], [1.131, 0.817, -3.131], [2.285, 1.949, -3.764], [0.985, 2.328, 0.049], [0.338, 1.081, -0.948], [4.036, 4.286, -6.419], [3.347, 4.365, -5.229], [3.972, 3.781, -4.163], [2.263, 4.911, -5.154], [4.930, 3.845, -6.512], [3.602, 4.698, -7.223], [3.510, 3.807, -3.255], [4.871, 3.346, -4.250], [-1.120, 6.152, 4.907], [-1.410, 6.687, 3.683], [-0.399, 7.399, 3.101], [-2.491, 6.532, 3.143], [-0.229, 6.248, 5.353], [-1.833, 5.601, 5.346], [-0.577, 7.791, 2.195], [0.503, 7.520, 3.519], [2.059, -6.767, -0.392], [2.771, -5.643, -0.705], [4.070, -5.629, -0.286], [2.271, -4.710, -1.311], [2.446, -7.542, 0.110], [1.102, -6.797, -0.688], [4.605, -4.805, -0.484], [4.494, -6.382, 0.221]],
  "e_lumo_ha": 0.0130,
  "e_homo_ev": -8.13,
  "orbital_gap_ha": 0.3118
}

=====

[3]
{
  "formula": "C11H42F6N19O16S2",
  "method": "ωB97M-V/def2-TZVPD",
  "elements": ["C", "F", "F", "F", "S", "O", "O", "N", "S", "O", "O", "C", "F", "F", "F", "C", "O", "N", "N", "H", "H", "H", "H", "C", "O", "N", "N", "H", "H", "H", "H", "C", "O", "N", "N", "H", "H", "H", "H", "C", "O", "N", "N", "H", "H", "H", "H", "C", "O", "N", "N", "H", "H", "H", "H", "C", "O", "N", "N", "H", "H", "H", "H", "C", "O", "N", "N", "H", "H", "H", "H", "C", "O", "N", "N", "H", "H", "H", "H", "C", "O", "N", "N", "H", "H", "H", "H", "O", "H", "H", "O", "H", "H", "O", "H", "H"],
  "xyz": [[0.951, -0.513, 2.677], [1.196, -1.815, 2.742], [0.679, -0.198, 3.926], [1.966, 0.092, 2.256], [-0.575, -0.133, 1.553], [-1.559, -1.078, 1.986], [-0.942, 1.296, 1.811], [0.030, -0.616, 0.003], [0.044, 0.797, -0.723], [-1.322, 1.144, -1.172], [0.844, 1.884, -0.087], [0.995, 0.347, -2.361], [0.145, -0.422, -2.998], [1.171, 1.573, -2.936], [2.068, -0.284, -2.117], [-4.406, 2.416, -0.647], [-5.408, 3.035, -0.342], [-3.934, 2.194, -1.806], [-3.728, 1.803, 0.203], [-4.398, 2.560, -2.625], [-3.070, 1.675, -1.865], [-4.122, 1.822, 1.133], [-2.941, 1.245, -0.096], [3.025, 3.098, 4.749], [3.810, 3.020, 3.820], [2.661, 4.184, 5.402], [2.203, 2.142, 5.070], [1.922, 4.248, 6.087], [3.008, 4.998, 4.915], [1.564, 2.123, 5.851], [2.469, 1.228, 4.732], [2.902, 4.069, -3.636], [2.090, 4.441, -4.526], [3.481, 4.867, -2.787], [3.393, 2.882, -3.489], [3.229, 5.831, -2.956], [4.016, 4.579, -1.980], [2.984, 2.150, -4.051], [3.918, 2.682, -2.650], [-0.788, 5.363, 2.646], [-1.670, 6.004, 2.121], [-0.280, 5.586, 3.833], [-0.157, 4.441, 1.956], [-0.739, 6.369, 4.276], [0.539, 5.159, 4.242], [-0.476, 4.327, 1.004], [0.381, 3.689, 2.363], [-3.986, -0.965, -3.815], [-4.778, -1.841, -3.553], [-2.696, -0.940, -3.630], [-4.387, 0.083, -4.472], [-2.224, -0.094, -3.916], [-2.266, -1.814, -3.363], [-3.905, 0.962, -4.353], [-5.386, 0.064, -4.621], [6.118, -1.549, -3.359], [6.200, -2.565, -2.662], [5.069, -0.774, -3.339], [6.896, -1.239, -4.380], [4.351, -1.168, -2.748], [4.966, -0.056, -4.042], [7.543, -1.920, -4.749], [6.887, -0.273, -4.677], [-1.051, -3.045, 5.850], [-0.261, -3.691, 6.509], [-1.625, -2.035, 6.385], [-1.248, -3.165, 4.567], [-2.408, -1.608, 5.911], [-1.468, -1.951, 7.379], [-1.686, -2.370, 4.124], [-0.621, -3.842, 4.157], [-0.122, -3.306, -4.109], [0.494, -3.384, -3.084], [0.460, -3.035, -5.191], [-1.381, -3.482, -4.368], [-0.043, -2.738, -6.015], [1.468, -3.092, -5.176], [-1.930, -4.097, -3.784], [-1.708, -3.324, -5.310], [-4.084, -3.635, 1.536], [-3.776, -3.611, 0.395], [-3.544, -2.902, 2.503], [-5.231, -4.141, 1.974], [-2.827, -2.218, 2.309], [-3.807, -3.014, 3.471], [-5.567, -3.890, 2.893], [-5.901, -4.708, 1.473], [1.780, -2.540, -0.780], [2.609, -2.597, -0.305], [1.367, -1.744, -0.445], [-1.017, -3.072, -0.635], [-0.871, -2.232, -0.200], [-1.900, -3.329, -0.372], [3.129, -3.623, 1.326], [3.855, -3.147, 0.923], [3.343, -3.642, 2.259]],
  "e_lumo_ha": [-0.0158, -0.2324],
  "spin_multiplicity": 2,
  "e_homo_ev": [-8.88, -8.88],
  "orbital_gap_ha": [0.3103, 0.0938]
}